# 1
The following is a DFT calculation (ωB97M-V/def2-TZVPD) of C3H2N2O2 in the gas phase.

* net charge: 0

Positions of all 9 atoms, in Å:
N (0.189, 1.412, 0.701)
C (0.474, 0.204, 0.615)
O (0.021, -0.797, -0.227)
C (-1.068, -0.602, -1.014)
O (-1.702, 0.410, -1.113)
C (2.506, -0.329, 0.999)
N (1.428, -0.418, 1.505)
H (-0.571, 1.662, 0.075)
H (-1.276, -1.541, -1.541)

# 2
The following is a DFT calculation (ωB97M-V/def2-TZVPD) of C3H2N2OS in the gas phase.

* SMILES string: N#CC1=NSCO1
* net charge: 0

Positions of all 9 atoms, in Å:
C (-0.096, 1.577, -1.600)
C (0.276, 0.673, -0.457)
C (-0.393, -1.115, 0.885)
H (-1.159, -0.909, 1.757)
H (-0.410, -2.245, 0.740)
N (-0.309, 2.137, -2.636)
N (1.334, 0.854, 0.309)
O (-0.590, -0.404, -0.354)
S (1.348, -0.567, 1.357)

# 3
The following is a DFT calculation (ωB97M-V/def2-TZVPD) of C3H2N2OS2 in the gas phase.

* SMILES string: S=Cn1cnoc1=S
* net charge: 0

Positions of all 10 atoms, in Å:
C (-1.150, -1.089, 0.184)
C (-0.260, 1.259, 0.027)
C (1.334, -0.290, -0.237)
H (-0.748, -2.062, 0.383)
H (-1.187, 1.876, 0.362)
N (-0.089, -0.160, 0.028)
N (0.813, 1.900, -0.018)
O (1.809, 0.933, -0.357)
S (-2.760, -0.694, -0.270)
S (2.237, -1.673, -0.103)

| no. | LUMO level (eV) | HOMO energy (eV) | orbital gap (Eh) |
| --- | --- | --- | --- |
| 1 | 0.107 | -11.3 | 0.4181 |
| 2 | -0.256 | -9.3 | 0.3319 |
| 3 | -1.611 | -9.4 | 0.2876 |